No. 1
{"formula": "C4H5O4", "method": "ωB97M-V with the def2-TZVPD basis set", "elements": ["O", "C", "O", "C", "C", "C", "O", "O", "H", "H", "H", "H", "H"], "xyz": [[-1.26, 2.20, -2.10], [-0.61, 1.19, -1.76], [0.24, 0.54, -2.42], [-0.78, 0.70, -0.29], [0.51, 0.14, 0.30], [0.37, -1.22, 0.92], [-0.42, -2.08, 0.64], [1.29, -1.43, 1.91], [-1.54, -0.09, -0.31], [-1.11, 1.53, 0.34], [0.95, 0.79, 1.03], [1.25, 0.05, -0.51], [1.11, -2.32, 2.26]], "lowdin_charge": [-0.09, -0.74, -0.09, -0.11, -0.12, -0.52, 0.09, 0.06, 0.11, 0.09, 0.11, 0.12, 0.10], "e_above_lowest_ev": 0.017, "energy_ev": -12421.2849, "charge": -1}

---

No. 2
{"formula": "C21H10Cl5IrN4", "method": "ωB97M-V with the def2-TZVPD basis set", "elements": ["Ir", "Cl", "C", "C", "C", "Cl", "C", "Cl", "C", "Cl", "C", "Cl", "N", "C", "C", "C", "C", "C", "C", "C", "C", "C", "C", "C", "C", "C", "H", "H", "H", "H", "H", "H", "H", "H", "H", "H", "N", "C", "N", "C", "N"], "xyz": [[-1.87, -0.18, -1.08], [-4.32, 1.29, -0.50], [-3.74, 0.66, 1.00], [-2.66, -0.21, 0.86], [-2.21, -0.90, 1.98], [-1.08, -2.18, 1.74], [-2.74, -0.55, 3.26], [-2.29, -1.30, 4.75], [-3.80, 0.39, 3.35], [-4.62, 0.76, 4.79], [-4.31, 0.98, 2.20], [-5.69, 2.04, 2.24], [0.20, -1.12, -1.31], [1.23, -0.81, -0.71], [2.53, -1.53, -0.61], [3.56, -0.64, -0.18], [4.91, -1.00, -0.33], [5.23, -2.25, -0.77], [4.24, -3.15, -1.11], [2.89, -2.84, -1.01], [0.94, 0.44, 0.04], [1.06, 0.43, 1.44], [0.76, 1.59, 2.20], [0.28, 2.70, 1.50], [0.06, 2.65, 0.12], [0.38, 1.53, -0.63], [3.29, 0.33, 0.20], [5.65, -0.24, -0.05], [6.25, -2.57, -0.87], [4.51, -4.17, -1.41], [2.07, -3.48, -1.29], [1.36, -0.45, 1.99], [0.82, 1.56, 3.27], [0.03, 3.62, 2.05], [-0.30, 3.58, -0.36], [0.35, 1.48, -1.72], [-3.36, 2.05, -6.66], [-2.83, 1.26, -6.03], [-2.28, 0.24, -5.33], [-2.28, 0.11, -4.10], [-2.20, -0.13, -2.93]], "lowdin_charge": [1.45, 0.71, -0.73, -0.41, -0.70, 0.74, -0.65, 0.71, -0.69, 0.77, -0.69, 0.71, 0.15, -0.34, -0.13, 0.00, -0.05, -0.07, -0.06, 0.00, -0.26, -0.04, -0.01, -0.05, -0.07, -0.10, 0.10, 0.13, 0.12, 0.12, 0.11, 0.11, 0.11, 0.13, 0.13, 0.12, 0.17, -0.30, 0.16, -0.26, -0.13], "spin_multiplicity": 6, "energy_ev": -93336.7836, "charge": 1}

---

No. 3
{"formula": "C12H37N3O5", "method": "ωB97M-V with the def2-TZVPD basis set", "elements": ["C", "C", "C", "O", "C", "N", "H", "H", "H", "H", "H", "H", "H", "H", "H", "H", "H", "C", "C", "C", "O", "C", "N", "H", "H", "H", "H", "H", "H", "H", "H", "H", "H", "H", "C", "C", "C", "O", "C", "N", "H", "H", "H", "H", "H", "H", "H", "H", "H", "H", "H", "O", "H", "H", "O", "H", "H"], "xyz": [[2.77, -1.07, -0.97], [1.65, -0.68, -0.06], [2.26, -0.16, 1.27], [3.14, -1.08, 1.88], [2.74, -1.71, 3.02], [0.83, 0.28, -0.73], [2.40, -1.35, -1.96], [3.17, -1.94, -0.45], [3.51, -0.27, -1.06], [1.03, -1.56, 0.10], [1.47, 0.16, 1.96], [2.68, 0.82, 1.05], [1.73, -2.13, 3.01], [2.64, -1.01, 3.85], [3.54, -2.39, 3.30], [0.42, -0.14, -1.55], [1.46, 1.00, -1.04], [-1.63, 5.51, -2.54], [-1.74, 4.04, -2.56], [-1.24, 3.34, -3.87], [0.06, 3.79, -4.37], [0.63, 2.90, -5.35], [-1.15, 3.50, -1.32], [-1.85, 5.92, -3.52], [-0.63, 5.90, -2.35], [-2.24, 5.90, -1.72], [-2.80, 3.78, -2.55], [-1.99, 3.51, -4.64], [-1.21, 2.25, -3.84], [0.86, 3.48, -6.24], [0.01, 2.16, -5.85], [1.59, 2.48, -5.05], [-1.58, 4.01, -0.56], [-1.54, 2.59, -1.10], [-0.89, -5.72, 2.35], [-0.41, -4.30, 2.61], [-1.50, -3.52, 3.35], [-1.46, -2.13, 3.28], [-2.67, -1.43, 3.36], [0.77, -4.40, 3.40], [-0.93, -6.29, 3.28], [-0.27, -6.28, 1.65], [-1.88, -5.86, 1.90], [-0.23, -3.80, 1.66], [-1.56, -3.77, 4.41], [-2.48, -3.80, 2.96], [-3.26, -1.74, 2.50], [-2.62, -0.35, 3.21], [-3.16, -1.71, 4.29], [1.39, -5.11, 3.05], [1.29, -3.53, 3.45], [1.37, 3.06, -1.71], [0.47, 3.23, -1.46], [1.50, 3.58, -2.51], [-1.75, 0.97, 0.26], [-1.88, 0.07, 0.56], [-0.83, 1.00, -0.03]], "lowdin_charge": [-0.12, -0.49, -0.18, -0.17, -0.15, 0.03, 0.06, 0.07, 0.08, 0.11, 0.11, 0.12, 0.06, 0.09, 0.10, 0.03, 0.05, -0.10, -0.43, -0.19, -0.21, -0.17, 0.03, 0.08, 0.08, 0.07, 0.12, 0.10, 0.09, 0.07, 0.07, 0.07, 0.08, 0.05, -0.11, -0.47, -0.23, -0.21, -0.16, 0.04, 0.08, 0.06, 0.07, 0.12, 0.13, 0.11, 0.07, 0.08, 0.08, 0.07, 0.02, -0.09, -0.06, 0.01, -0.16, -0.01, -0.04], "spin_multiplicity": 2, "e_above_lowest_ev": 0.441, "energy_ev": -27748.1552, "charge": -1}

---

No. 4
{"formula": "C4H11NO", "method": "ωB97M-V with the def2-TZVPD basis set", "elements": ["C", "C", "C", "C", "N", "O", "H", "H", "H", "H", "H", "H", "H", "H", "H", "H", "H"], "xyz": [[-0.82, -0.32, 0.52], [0.93, 0.55, 0.49], [-0.73, -1.74, 0.04], [-1.87, 0.53, -0.14], [2.71, 1.11, -0.56], [0.89, 0.43, -0.80], [-0.85, -0.25, 1.61], [2.78, 1.98, -1.08], [3.33, 0.44, -1.00], [0.70, 1.52, 0.94], [1.52, -0.14, 1.12], [-1.62, -2.30, 0.34], [-1.79, 0.50, -1.23], [-0.65, -1.79, -1.05], [0.13, -2.26, 0.47], [-2.87, 0.18, 0.14], [-1.79, 1.58, 0.18]], "lowdin_charge": [-0.31, -0.29, -0.11, -0.11, 0.08, -0.10, 0.11, 0.02, 0.02, 0.10, 0.10, 0.08, 0.08, 0.08, 0.08, 0.08, 0.08], "e_above_lowest_ev": 5.978, "energy_ev": -7858.5754}

---

No. 5
{"formula": "C42H50BrClF6NO5SSbSeW", "method": "ωB97M-V with the def2-TZVPD basis set", "elements": ["W", "C", "C", "C", "C", "C", "C", "C", "Se", "C", "C", "C", "C", "C", "C", "O", "C", "C", "C", "C", "C", "C", "C", "C", "C", "O", "C", "C", "C", "C", "C", "C", "H", "H", "H", "H", "H", "H", "H", "H", "H", "H", "H", "H", "H", "H", "H", "H", "H", "H", "H", "H", "H", "H", "H", "H", "H", "H", "H", "H", "H", "H", "H", "H", "H", "H", "H", "H", "H", "H", "H", "H", "O", "S", "O", "N", "C", "O", "C", "C", "C", "C", "C", "C", "H", "H", "H", "H", "Br", "C", "C", "C", "C", "C", "C", "H", "H", "H", "H", "F", "Sb", "F", "F", "F", "F", "F", "Cl", "C", "H", "H"], "xyz": [[0.35, 1.76, 0.05], [-5.54, -3.19, -2.05], [-5.12, -2.58, -0.71], [-5.15, -3.67, 0.37], [-6.13, -1.46, -0.37], [-3.74, -1.97, -0.76], [-3.30, -1.21, 0.32], [-2.11, -0.52, 0.23], [-1.66, 0.75, 1.65], [-0.44, -0.44, 2.62], [-0.80, -1.17, 3.73], [0.15, -2.00, 4.34], [1.41, -2.10, 3.75], [1.80, -1.38, 2.64], [0.86, -0.48, 2.09], [1.12, 0.38, 1.09], [3.16, -1.58, 2.00], [3.98, -0.28, 2.09], [2.94, -1.93, 0.52], [3.97, -2.70, 2.65], [-0.21, -2.78, 5.59], [-1.18, -3.90, 5.19], [1.03, -3.40, 6.25], [-0.87, -1.85, 6.61], [-1.29, -0.56, -0.91], [-0.28, 0.34, -0.96], [-1.64, -1.46, -1.94], [-2.87, -2.10, -1.84], [-0.70, -1.70, -3.11], [-1.19, -2.81, -4.04], [0.65, -2.15, -2.51], [-0.54, -0.41, -3.92], [-6.55, -3.56, -1.97], [-5.51, -2.45, -2.85], [-4.90, -4.03, -2.31], [-6.15, -4.11, 0.42], [-4.44, -4.45, 0.14], [-4.92, -3.26, 1.35], [-7.14, -1.84, -0.48], [-6.01, -1.10, 0.65], [-6.00, -0.62, -1.05], [-3.89, -1.09, 1.21], [-1.81, -1.09, 4.10], [2.12, -2.77, 4.19], [3.46, 0.53, 1.59], [4.15, -0.01, 3.13], [4.95, -0.43, 1.61], [2.41, -1.13, 0.01], [3.90, -2.07, 0.02], [2.36, -2.84, 0.43], [4.20, -2.47, 3.69], [3.45, -3.65, 2.60], [4.92, -2.81, 2.13], [-0.72, -4.57, 4.47], [-1.46, -4.47, 6.07], [-2.08, -3.49, 4.75], [1.46, -4.19, 5.63], [1.78, -2.65, 6.45], [0.74, -3.85, 7.20], [-1.81, -1.45, 6.25], [-1.07, -2.40, 7.53], [-0.22, -1.02, 6.85], [-3.18, -2.71, -2.67], [-1.34, -3.74, -3.50], [-2.12, -2.52, -4.54], [-0.45, -2.99, -4.81], [0.52, -3.08, -1.96], [1.38, -2.32, -3.30], [1.06, -1.40, -1.83], [-1.46, -0.19, -4.46], [-0.33, 0.44, -3.27], [0.26, -0.52, -4.64], [3.42, 4.96, -0.81], [2.04, 5.33, -0.83], [1.52, 6.07, 0.26], [1.14, 3.87, -0.93], [0.59, 3.79, -2.10], [-0.19, 2.75, -2.33], [0.89, 4.82, -3.07], [0.59, 4.83, -4.42], [1.00, 5.92, -5.17], [1.68, 6.98, -4.58], [2.00, 6.96, -3.22], [1.61, 5.86, -2.48], [0.07, 4.00, -4.88], [0.80, 5.95, -6.23], [1.99, 7.82, -5.17], [2.54, 7.76, -2.75], [6.73, 1.49, -2.61], [4.97, 1.57, -1.91], [3.91, 1.09, -2.66], [2.63, 1.14, -2.12], [2.36, 1.65, -0.84], [3.48, 2.17, -0.15], [4.76, 2.11, -0.66], [4.07, 0.68, -3.64], [1.82, 0.74, -2.73], [3.35, 2.64, 0.82], [5.59, 2.51, -0.09], [-2.30, 1.82, -1.05], [-2.20, 3.34, -2.35], [-2.48, 1.96, -3.65], [-2.11, 4.52, -3.85], [-1.70, 4.93, -1.38], [-0.87, 3.14, 0.23], [-4.03, 3.53, -1.88], [1.80, 2.13, 3.34], [0.90, 2.96, 2.07], [1.46, 3.87, 1.79], [-0.04, 3.28, 2.54]], "lowdin_charge": [1.86, -0.05, -0.55, -0.03, -0.04, -0.14, -0.04, -0.35, 1.29, -0.35, -0.03, -0.15, 0.05, -0.09, -0.35, -0.39, -0.52, -0.04, -0.02, -0.05, -0.56, -0.03, -0.05, -0.04, -0.28, -0.28, -0.07, 0.06, -0.52, -0.05, -0.03, -0.03, 0.09, 0.09, 0.09, 0.09, 0.09, 0.08, 0.09, 0.08, 0.10, 0.11, 0.11, 0.09, 0.02, 0.09, 0.09, 0.05, 0.09, 0.10, 0.09, 0.09, 0.09, 0.09, 0.09, 0.08, 0.08, 0.09, 0.09, 0.07, 0.09, 0.09, 0.10, 0.09, 0.09, 0.09, 0.10, 0.09, 0.05, 0.09, 0.04, 0.09, -0.26, 0.72, -0.23, -0.06, -0.51, -0.19, -0.15, 0.02, -0.02, -0.02, -0.01, -0.17, 0.13, 0.12, 0.12, 0.13, 0.92, -0.60, -0.05, -0.04, -0.17, -0.08, -0.08, 0.12, 0.10, 0.11, 0.13, -0.38, 1.59, -0.33, -0.32, -0.31, -0.46, -0.33, 0.63, -0.62, 0.00, 0.02], "spin_multiplicity": 2, "e_above_lowest_ev": 1.635, "energy_ev": -239502.5021, "charge": 1}

---

No. 6
{"formula": "C8H17NSi", "method": "ωB97M-V with the def2-TZVPD basis set", "elements": ["C", "C", "C", "N", "C", "C", "Si", "C", "C", "C", "H", "H", "H", "H", "H", "H", "H", "H", "H", "H", "H", "H", "H", "H", "H", "H", "H"], "xyz": [[4.29, 0.44, 0.56], [3.36, -0.68, 0.27], [2.01, -0.46, 0.10], [1.17, -1.47, -0.12], [-0.54, -1.14, -0.09], [-1.23, -2.45, -0.36], [-1.42, 0.53, -0.07], [-0.67, 2.02, 0.73], [-3.14, 0.02, 0.79], [-1.76, 1.08, -1.85], [3.86, 1.48, 0.54], [4.75, 0.26, 1.64], [5.21, 0.22, -0.08], [3.95, -1.63, 0.21], [1.53, 0.53, 0.11], [-1.47, -2.67, -1.41], [-2.14, -2.72, 0.30], [-0.55, -3.40, -0.06], [0.53, 2.00, 0.75], [-0.87, 2.87, 0.12], [-1.01, 2.17, 1.75], [-3.63, 0.82, 1.23], [-3.71, -0.64, 0.14], [-2.81, -0.58, 1.55], [-2.56, 0.34, -2.39], [-2.21, 2.02, -1.81], [-0.93, 1.03, -2.55]], "lowdin_charge": [-0.15, -0.15, -0.29, 0.06, -0.20, -0.19, 0.54, -0.19, -0.15, -0.20, 0.08, 0.11, 0.09, 0.12, 0.07, 0.06, 0.08, 0.11, 0.07, 0.01, 0.02, 0.00, 0.03, -0.03, 0.09, -0.01, 0.02], "e_above_lowest_ev": 4.245, "energy_ev": -17934.7996}